Record 1
Formula: C7H12N4O2
Source: the Open Molecules 2025 dataset
Level of theory: ωB97M-V/def2-TZVPD

Summary:
Structure (SMILES) = Cc1nnc(NC(=O)CN(C)C)o1
E_LUMO = 0.67 eV
Spin multiplicity = 1
Net charge = 0
Energy above the lowest of the compared OMol25 structures with the same formula, charge and spin = 137.1 kJ/mol

Positions of all 25 atoms, in Å:
O -1.885 -1.210 0.793
O 0.117 0.061 2.608
N 1.753 0.674 1.294
N 2.110 0.967 2.550
N -0.730 -0.404 -2.588
N 0.018 -0.093 0.137
C -1.118 -0.818 -0.091
C 1.092 0.607 3.304
C 1.071 0.860 4.786
C 0.555 0.192 1.354
C 0.410 -1.057 -3.233
C -0.926 1.047 -2.659
C -1.476 -1.175 -1.550
H -2.529 -1.038 -1.738
H -1.975 1.317 -2.339
H 0.704 -0.506 -4.160
H 0.154 -2.099 -3.461
H 0.872 1.929 4.942
H 1.284 -1.050 -2.544
H 0.266 0.274 5.197
H 0.551 0.179 -0.681
H 1.983 0.584 5.293
H -0.267 1.581 -1.973
H -0.776 1.426 -3.648
H -1.257 -2.248 -1.588

---

Record 2
Formula: C11H10BrNO
Source: the Open Molecules 2025 dataset
Level of theory: ωB97M-V/def2-TZVPD

Summary:
E_LUMO = 0.17 eV
Spin multiplicity = 1
Net charge = 0
Energy above the lowest of the compared OMol25 structures with the same formula, charge and spin = 0.0 kJ/mol

Positions of all 24 atoms, in Å:
Br 3.258 -0.041 -0.419
O -0.764 0.712 -1.516
N 1.819 0.336 2.750
C 0.335 -2.089 0.658
C 1.675 0.129 1.656
C 0.417 1.502 -1.566
C -0.819 -2.884 0.643
C -0.287 2.372 0.725
C 1.471 0.070 0.309
C -1.928 -2.475 -0.087
C 0.332 -0.829 -0.014
C -1.820 -1.302 -0.850
C -0.712 -0.457 -0.872
C 0.852 1.879 -0.186
H -0.008 2.427 -1.861
H -2.359 -0.989 -1.683
H 1.216 -2.388 1.274
H -0.072 2.115 1.739
H -2.781 -3.120 -0.039
H 1.678 2.595 -0.235
H -0.612 3.502 0.613
H -1.143 1.829 0.409
H -0.768 -3.948 0.914
H 1.022 1.052 -2.363

---

Record 3
Formula: C42H38CaN8PS2
Source: the Open Molecules 2025 dataset
Level of theory: ωB97M-V/def2-TZVPD

Summary:
E_LUMO = 1.97 eV
Spin multiplicity = 1
Net charge = -1
Energy above the lowest of the compared OMol25 structures with the same formula, charge and spin = 0.0 kJ/mol

Positions of all 92 atoms, in Å:
Ca 0.675 -0.087 0.615
S -1.509 -0.866 2.170
S 1.806 -0.851 3.080
P -1.826 2.258 -0.678
N 1.046 -0.583 6.669
N -2.721 -0.547 5.609
N -0.280 -4.326 -1.841
N 4.909 0.761 0.756
N 0.080 -2.389 -0.878
N 0.417 -6.597 -1.919
N 1.669 -8.199 -2.601
N 0.614 -7.533 -2.874
C -0.593 -3.514 -0.786
C -2.403 3.969 -1.082
C -2.415 5.778 -2.698
C -2.644 2.272 1.949
C -4.166 1.108 0.506
C 3.375 -8.052 -0.744
C -0.703 -5.686 -2.027
C -4.974 0.827 1.603
C -3.640 1.654 -2.813
C 4.227 0.898 -2.265
C -2.998 1.840 0.670
C -1.795 0.158 -2.486
C 3.717 1.601 -3.346
C 4.100 -0.161 -0.042
C 2.014 0.795 -1.180
C -0.880 -0.729 3.789
C 1.716 -5.910 0.165
C -3.030 4.814 -0.170
C -3.045 6.608 -1.781
C 2.215 -7.693 -1.437
C -4.059 0.893 -3.895
C 5.545 0.044 1.851
C -3.334 -0.228 -4.286
C 2.863 -6.272 0.831
C 2.366 1.927 -3.354
C 0.433 -0.737 4.151
C 0.645 -3.669 -2.634
C -1.564 -3.900 0.274
C -4.623 1.277 2.866
C 4.145 1.894 1.263
C 0.852 -2.477 -2.026
C -2.496 1.299 -2.098
C -2.088 4.477 -2.347
C 1.555 1.520 -2.300
C 0.757 -0.646 5.555
C 3.683 -7.331 0.384
C -2.205 -0.601 -3.574
C 1.412 -6.649 -0.987
C 3.402 0.518 -1.204
C -1.887 -0.618 4.816
C -3.348 6.122 -0.518
C -3.455 2.006 3.039
H 3.373 -0.698 0.597
H -2.174 6.145 -3.689
H -5.873 0.236 1.471
H 4.793 -0.917 -0.424
H -1.631 -1.474 -3.863
H 5.286 0.652 -2.233
H -2.582 -3.944 -0.120
H -0.912 -0.143 -1.937
H -4.209 2.530 -2.523
H -5.233 1.025 3.726
H 4.812 2.538 1.839
H 1.064 -4.126 -3.517
H 1.504 -1.666 -2.320
H -3.160 2.328 4.030
H -3.291 7.629 -2.047
H 1.101 -5.092 0.518
H -1.458 -5.914 -1.281
H 4.360 1.891 -4.169
H -1.700 2.787 2.095
H 4.579 -7.567 0.944
H 3.142 -5.723 1.722
H 3.320 1.585 1.924
H 6.184 -0.746 1.448
H -3.291 4.451 0.814
H 3.735 2.471 0.437
H 4.818 -0.411 2.540
H -1.126 -5.838 -3.016
H -3.652 -0.806 -5.146
H -4.956 1.175 -4.433
H -1.537 -3.151 1.065
H -1.321 -4.874 0.708
H -3.838 6.761 0.206
H 4.000 -8.862 -1.096
H 0.507 1.805 -2.357
H 6.172 0.731 2.421
H -4.433 0.719 -0.469
H 1.950 2.498 -4.180
H -1.587 3.841 -3.068

---

Record 4
Formula: C30H31BrN5O8Yb
Source: the Open Molecules 2025 dataset
Level of theory: ωB97M-V/def2-TZVPD

Summary:
E_LUMO (spin up / spin down) = -0.68 / -0.68 eV
Spin multiplicity = 2
Net charge = 0
Energy above the lowest of the compared OMol25 structures with the same formula, charge and spin = 250.4 kJ/mol

Positions of all 76 atoms, in Å:
Yb -0.196 -0.690 -0.218
Br 1.936 2.531 3.864
O 2.884 1.581 -2.265
O 1.914 -0.344 -1.468
O -1.076 -2.687 -0.393
O -2.358 -0.523 0.294
O -5.738 -6.535 0.801
O 3.259 0.255 1.208
O 2.152 1.659 -0.258
O -6.994 -4.871 0.176
N -0.391 -0.111 2.349
N 1.443 -2.300 0.599
N -0.818 2.241 -0.630
N -5.899 -5.386 0.330
N -0.901 0.275 -2.611
C -2.169 -3.299 -0.133
C -2.149 4.653 -1.045
C 5.225 4.466 1.255
C -1.474 4.468 0.115
C 4.561 3.316 0.722
C 1.000 -3.360 1.374
C -1.425 0.999 -5.300
C -0.863 3.222 0.305
C -0.260 -1.139 3.405
C -0.953 -0.253 -5.021
C 3.385 0.958 -3.505
C 1.298 -3.232 2.847
C 3.101 3.369 2.640
C 3.510 2.672 1.386
C 3.041 1.403 0.857
C -1.251 1.581 -2.940
C 4.817 5.051 2.491
C -3.376 -1.215 0.480
C 1.157 -1.828 3.574
C -2.264 -4.751 -0.163
C -1.668 1.919 -4.255
C -3.525 -5.373 -0.168
C 3.759 4.440 3.162
C -3.425 -2.646 0.169
C 2.379 0.845 -1.355
C -4.630 -3.298 0.142
C -0.727 -0.551 -3.631
C -4.680 -4.641 0.024
C -1.348 2.559 -1.860
C -2.092 3.714 -2.063
H 2.352 -3.609 2.976
H -4.293 -0.724 0.790
H 2.098 -1.720 1.048
H 1.997 -1.210 3.266
H 1.369 -1.911 4.611
H 3.510 1.712 -4.307
H 0.274 0.629 2.597
H 4.749 3.134 -0.357
H -2.746 5.608 -1.121
H 2.659 0.223 -3.856
H -0.717 -0.810 4.398
H 5.915 5.018 0.687
H -3.635 -6.445 -0.169
H 5.116 6.003 2.958
H -1.291 0.385 2.470
H -0.914 -1.951 3.061
H -5.537 -2.771 0.316
H -1.956 2.992 -4.417
H -0.093 -3.422 1.367
H 0.760 -4.027 3.346
H 4.418 0.549 -3.279
H -1.537 5.201 0.919
H -1.506 1.299 -6.300
H 3.377 4.730 4.144
H -2.688 3.830 -2.962
H -1.431 -5.359 -0.317
H 1.346 -4.373 1.016
H 1.695 -2.521 -0.369
H -0.885 -1.143 -5.627
H -0.306 -1.543 -3.385
H -0.269 3.080 1.207

---

Record 5
Formula: C5H11N
Source: the Open Molecules 2025 dataset
Level of theory: ωB97M-V/def2-TZVPD

Summary:
E_LUMO = 0.51 eV
Spin multiplicity = 1
Net charge = 0
Energy above the lowest of the compared OMol25 structures with the same formula, charge and spin = 521.7 kJ/mol

Positions of all 17 atoms, in Å:
N -0.066 -1.034 -0.554
C -1.439 1.283 0.708
C 0.565 -1.369 0.703
C 2.060 0.464 -0.621
C -1.348 -0.912 -0.843
C 0.808 -0.096 -0.031
H -1.866 1.844 -0.129
H -1.626 -0.309 -1.701
H 1.260 -2.208 0.670
H -2.237 0.757 1.236
H -0.167 0.716 0.385
H -2.026 -1.703 -0.530
H 2.560 1.083 0.131
H -0.991 2.004 1.407
H -0.077 -1.319 1.587
H 2.763 -0.311 -0.944
H 1.827 1.109 -1.474

---

Record 6
Formula: CH19O9
Source: the Open Molecules 2025 dataset
Level of theory: ωB97M-V/def2-TZVPD

Summary:
E_LUMO (spin up / spin down) = -0.20 / -3.95 eV
Spin multiplicity = 2
Net charge = 0

Positions of all 29 atoms, in Å:
O 19.617 -9.910 -10.216
O 18.139 -11.381 -12.498
O 20.351 -13.418 -12.238
O 17.043 -17.027 -8.389
O 15.376 -12.285 -10.124
O 18.392 -12.920 -10.044
O 15.624 -12.106 -7.483
O 17.234 -16.229 -11.356
O 21.415 -11.652 -8.856
C 18.709 -13.764 -8.967
H 15.485 -12.277 -8.414
H 19.835 -13.198 -11.462
H 17.873 -15.524 -11.455
H 19.051 -10.530 -10.676
H 20.980 -10.886 -9.231
H 17.231 -16.721 -9.277
H 19.038 -9.471 -9.594
H 15.377 -11.328 -10.136
H 18.016 -13.633 -8.136
H 18.120 -12.048 -11.812
H 20.708 -12.278 -8.702
H 16.270 -12.529 -10.363
H 20.279 -12.647 -12.800
H 17.309 -11.490 -12.962
H 19.559 -13.310 -8.458
H 18.870 -14.830 -9.127
H 16.788 -16.270 -12.202
H 17.774 -16.701 -7.864
H 16.120 -12.863 -7.172

---

no.,F_max (eV/Å)
1,4.35
2,4.76
3,1.16
4,5.13
5,0.35
6,2.02